An isolated molecule of C5H2Br3Cl3O in a non-equilibrium geometry, computed with ωB97M-V/def2-TZVPD.

## Properties
E_LUMO: -0.7 eV
Gap between HOMO and LUMO: 9.630 eV
Energy above the lowest of the compared OMol25 structures with the same formula, charge and spin: 0.0 kJ/mol
Structure (SMILES): O=C1[C@H](Cl)[C@@H](Br)[C@](Cl)(Br)[C@]1(Cl)Br

```
! wB97M-V def2-TZVPD RIJCOSX def2/J DEFGRID3
* xyz 0 1
O 0.59 1.97 -1.60
C 0.22 1.04 -0.94
C 1.24 0.18 -0.33
Cl 2.64 -0.26 -1.47
C 0.52 -1.04 0.40
Br 1.61 -1.79 1.91
C -0.75 -0.42 0.92
Cl -0.62 0.68 2.27
Br -2.30 -1.64 1.24
C -1.22 0.66 -0.50
Cl -2.18 1.96 0.14
Br -1.92 -0.34 -1.89
H 1.76 0.85 0.28
H 0.41 -1.84 -0.42
*
```